*A*
The following is a quantum chemistry calculation of a gas-phase ion, C3H7N2 (charge +1), from the OMol25 dataset.

```
! wB97M-V def2-TZVPD RIJCOSX def2/J DEFGRID3
* xyz 1 1
C -0.996 0.214 0.189
C -0.130 1.265 -0.171
C 1.584 -0.537 0.005
N 0.527 0.306 0.680
N -1.980 -0.618 0.158
H 0.296 1.377 -1.163
H -0.123 2.194 0.372
H 1.814 -0.160 -1.011
H 2.382 -0.552 0.604
H 1.232 -1.639 0.087
H -2.846 -0.330 -0.337
H -1.759 -1.520 0.587
*
```

Computed properties:
SMILES: CN1CC1=[NH2+]
Gap between HOMO and LUMO (eV): 9.98
E_LUMO (eV): -5.08

---

*B*
The following is a quantum chemistry calculation of a gas-phase ion, C3H7N2 (charge +1), from the OMol25 dataset.

```
! wB97M-V def2-TZVPD RIJCOSX def2/J DEFGRID3
* xyz 1 1
C -0.401 -0.150 0.859
C 0.650 -1.137 0.703
C 0.657 0.627 -1.427
N 0.310 0.014 -0.168
N -1.575 0.515 1.672
H 1.516 -0.942 1.500
H 0.479 -2.020 0.135
H 1.725 0.751 -1.428
H 0.192 0.059 -2.220
H 0.053 1.594 -1.628
H -1.999 -0.111 2.379
H -2.184 1.087 1.174
*
```

Computed properties:
SMILES: CN1CC1=[NH2+]
Gap between HOMO and LUMO (eV): 11.46
E_LUMO (eV): -4.03

---

Most stable to least stable: *B*, *A*

---

*A*
The following is a quantum chemistry calculation of a gas-phase ion, C3H7N2 (charge +1), from the OMol25 dataset.

```
! wB97M-V def2-TZVPD RIJCOSX def2/J DEFGRID3
* xyz 1 1
C -0.996 -0.749 0.127
C -0.040 1.421 -0.046
C 1.470 -0.466 -0.069
N 0.165 0.155 -0.020
N -2.026 -0.128 -0.105
H -0.815 -1.697 0.633
H -1.027 1.847 0.072
H 0.623 2.177 -0.095
H 2.322 0.052 0.579
H 1.480 -1.505 0.167
H 1.811 -0.585 -1.093
H -2.968 -0.523 -0.149
*
```

Computed properties:
SMILES: [H]/N=C/[N+](=C)C
Gap between HOMO and LUMO (eV): 10.03
E_LUMO (eV): -5.66

---

*B*
The following is a quantum chemistry calculation of a gas-phase ion, C3H7N2 (charge +1), from the OMol25 dataset.

```
! wB97M-V def2-TZVPD RIJCOSX def2/J DEFGRID3
* xyz 1 1
C 0.994 0.149 0.150
C -0.377 0.366 0.537
C -1.526 -0.383 -0.191
N 0.538 1.338 -0.132
N 2.122 -0.487 -0.038
H -0.457 0.632 1.590
H -2.355 0.361 -0.038
H -1.757 -1.429 0.065
H -1.296 -0.458 -1.278
H 1.054 2.328 0.152
H 2.224 -1.452 0.268
H 2.892 -0.081 -0.471
*
```

Computed properties:
SMILES: C[C@@H]1NC1=[NH2+]
Gap between HOMO and LUMO (eV): 11.36
E_LUMO (eV): -4.32

---

*C*
The following is a quantum chemistry calculation of a gas-phase ion, C3H7N2 (charge +1), from the OMol25 dataset.

```
! wB97M-V def2-TZVPD RIJCOSX def2/J DEFGRID3
* xyz 1 1
C -1.036 0.944 -0.097
C 0.477 1.027 0.042
C -0.467 -1.180 0.008
N -1.476 -0.207 0.063
N 0.881 -0.427 -0.017
H -1.520 1.912 -0.075
H 0.994 1.563 -0.745
H 0.811 1.326 0.969
H -0.641 -1.946 0.893
H -0.758 -1.852 -0.954
H 1.365 -0.558 -0.885
H 1.369 -0.603 0.797
*
```

Computed properties:
SMILES: C1=NC[NH2+]C1
Gap between HOMO and LUMO (eV): 11.68
E_LUMO (eV): -3.88

---

*D*
The following is a quantum chemistry calculation of a gas-phase ion, C3H7N2 (charge +1), from the OMol25 dataset.

```
! wB97M-V def2-TZVPD RIJCOSX def2/J DEFGRID3
* xyz 1 1
C 1.114 0.605 1.025
C 0.881 -0.446 0.047
C 0.105 -0.271 1.323
N -0.939 -0.914 1.855
N 0.507 0.330 -1.238
H 1.884 0.985 1.554
H 1.502 -1.235 -0.066
H -1.307 -0.864 2.841
H -1.548 -1.392 1.199
H 1.415 0.411 -1.747
H 0.015 1.261 -1.025
H -0.106 -0.058 -1.970
*
```

Computed properties:
SMILES: NC1=C[C@@H]1[NH3+]
Gap between HOMO and LUMO (eV): 9.90
E_LUMO (eV): -3.56

---

Most stable to least stable: *C*, *B*, *A*, *D*

---

*A*
The following is a quantum chemistry calculation of 2 unconnected molecules or ions with the total composition C3H7N2, from the OMol25 dataset.

```
! wB97M-V def2-TZVPD RIJCOSX def2/J DEFGRID3
* xyz 1 1
C 0.817 -2.429 -0.444
C 0.297 0.231 0.880
C -0.630 1.150 0.120
N 0.181 -3.343 -0.781
N -0.234 2.317 -0.367
H 1.374 0.493 0.827
H 0.021 -0.753 0.197
H -1.613 0.705 -0.103
H 0.059 -4.243 -1.215
H -0.030 0.228 1.918
H -0.844 2.846 -0.998
H 0.601 2.797 -0.034
*
```

Computed properties:
Gap between HOMO and LUMO (eV): 10.04
E_LUMO (eV): -4.92

---

*B*
The following is a quantum chemistry calculation of a gas-phase ion, C3H7N2 (charge +1), from the OMol25 dataset.

```
! wB97M-V def2-TZVPD RIJCOSX def2/J DEFGRID3
* xyz 1 1
C 1.539 -1.211 -0.183
C -0.944 1.203 0.573
C 0.244 0.637 0.037
N 1.188 -0.123 0.475
N -0.915 0.386 -0.676
H 1.119 -1.511 -1.083
H 2.457 -1.612 0.009
H -1.422 0.669 1.456
H -1.168 2.262 0.594
H 1.634 0.243 1.332
H -1.562 -0.383 -0.604
H -0.859 0.698 -1.710
*
```

Computed properties:
Gap between HOMO and LUMO (alpha / beta) (eV): 8.31 / 8.31
E_LUMO (alpha / beta) (eV): -4.10 / -4.10

---

*C*
The following is a quantum chemistry calculation of a gas-phase ion, C3H7N2 (charge +1), from the OMol25 dataset.

```
! wB97M-V def2-TZVPD RIJCOSX def2/J DEFGRID3
* xyz 1 1
C -1.003 -0.097 0.133
C 0.555 -0.068 0.679
C 1.547 -0.243 -0.334
N -1.834 -0.972 -0.243
N -1.189 1.237 0.040
H 0.941 0.019 1.785
H 2.530 0.009 -0.067
H 1.255 -0.139 -1.499
H 1.633 -1.361 -0.359
H -1.862 -1.949 0.081
H -0.629 1.993 0.356
H -1.945 1.570 -0.573
*
```

Computed properties:
Gap between HOMO and LUMO (eV): 7.08
E_LUMO (eV): -7.32

---

Most stable to least stable: *A*, *C*, *B*

---

*A*
The following is a quantum chemistry calculation of a molecular structure, C5H10, from the OMol25 dataset.

```
! wB97M-V def2-TZVPD RIJCOSX def2/J DEFGRID3
* xyz 0 1
C 2.061 -0.352 0.035
C 0.732 0.046 0.249
C 0.126 0.985 -0.884
C 0.236 2.365 -0.733
C -0.414 0.394 -1.957
H 2.375 -1.087 0.802
H 2.252 -0.870 -0.943
H 2.791 0.483 0.050
H -0.200 -0.563 0.605
H -3.959 -3.916 3.993
H -0.277 3.084 -1.433
H 0.569 2.897 0.210
H -4.458 -3.965 4.612
H -1.031 1.218 -2.634
H -0.803 -0.718 -1.971
*
```

Computed properties:
Gap between HOMO and LUMO (eV): 5.21
E_LUMO (eV): -1.47

---

*B*
The following is a quantum chemistry calculation of 2 unconnected molecules or ions with the total composition C5H10, from the OMol25 dataset.

```
! wB97M-V def2-TZVPD RIJCOSX def2/J DEFGRID3
* xyz 0 1
C -4.378 0.117 0.192
C -3.408 1.002 -0.010
H -5.342 0.388 -0.269
H -4.436 -0.431 1.111
H -3.301 1.588 -0.923
H -2.669 0.789 0.807
C 2.096 -0.724 0.945
C 2.318 -0.248 -0.464
C 3.526 -0.059 -1.242
H 2.841 -1.462 1.195
H 1.054 -1.015 1.122
H 2.469 0.004 1.643
H 1.334 0.032 -1.014
H 3.376 0.499 -2.148
H 4.519 -0.477 -0.945
*
```

Computed properties:
SMILES: C=CC.C=C
Gap between HOMO and LUMO (eV): 10.02
E_LUMO (eV): 1.01

---

*C*
The following is a quantum chemistry calculation of C5H10 in the gas phase, from the OMol25 dataset.

```
! wB97M-V def2-TZVPD RIJCOSX def2/J DEFGRID3
* xyz 0 1
C -0.967 -0.715 0.352
C 0.399 -0.738 0.958
C -0.753 -0.083 -1.030
C 1.046 0.525 0.452
C 0.258 0.983 -0.766
H -1.617 -0.034 0.931
H -1.384 -1.746 0.327
H 0.970 -1.569 0.543
H 0.372 -0.855 2.025
H -1.712 0.328 -1.442
H -0.351 -0.815 -1.736
H 0.969 1.314 1.243
H 2.119 0.395 0.235
H 0.948 1.111 -1.596
H -0.298 1.899 -0.495
*
```

Computed properties:
SMILES: C1CCCC1
Gap between HOMO and LUMO (eV): 12.06
E_LUMO (eV): 1.22

---

*D*
The following is a quantum chemistry calculation of 2 unconnected molecules or ions with the total composition C5H10, from the OMol25 dataset.

```
! wB97M-V def2-TZVPD RIJCOSX def2/J DEFGRID3
* xyz 0 1
C -1.165 -0.876 0.945
C -1.704 0.327 0.764
C 1.327 1.568 -1.144
C 1.846 0.978 -0.073
C -0.523 -1.700 -0.133
H -1.184 -1.317 1.942
H -1.074 -2.635 -0.290
H -1.714 0.802 -0.216
H -2.160 0.880 1.581
H 1.941 1.885 -1.983
H 0.259 1.760 -1.222
H 1.217 0.667 0.758
H 2.913 0.787 0.013
H 0.504 -1.972 0.140
H -0.484 -1.154 -1.081
*
```

Computed properties:
SMILES: C=CC.C=C
Gap between HOMO and LUMO (eV): 10.97
E_LUMO (eV): 1.28

---

Most stable to least stable: *C*, *D*, *B*, *A*

---

*A*
The following is a quantum chemistry calculation of 2 unconnected molecules or ions with the total composition CH3NO, from the OMol25 dataset.

```
! wB97M-V def2-TZVPD RIJCOSX def2/J DEFGRID3
* xyz 0 1
C 0.001 0.195 0.460
N -0.748 -0.826 -0.053
O -1.086 0.568 -0.165
H 0.560 0.397 1.401
H 1.916 0.775 -0.703
H -0.643 -1.109 -0.940
*
```

Computed properties:
Gap between HOMO and LUMO (alpha / beta) (eV): 10.22 / 8.16
E_LUMO (alpha / beta) (eV): 0.40 / -0.29

---

*B*
The following is a quantum chemistry calculation of CH3NO in the gas phase, from the OMol25 dataset.

```
! wB97M-V def2-TZVPD RIJCOSX def2/J DEFGRID3
* xyz 0 1
C 0.290 -0.165 0.561
N -0.458 0.093 -0.556
O 0.043 0.214 1.682
H 1.138 -0.830 0.295
H -0.026 -0.245 -1.414
H -0.987 0.933 -0.568
*
```

Computed properties:
SMILES: NC=O
Gap between HOMO and LUMO (eV): 11.11
E_LUMO (eV): 0.93

---

*C*
The following is a quantum chemistry calculation of CH3NO in the gas phase, from the OMol25 dataset.

```
! wB97M-V def2-TZVPD RIJCOSX def2/J DEFGRID3
* xyz 0 1
C 0.172 0.814 -0.133
H -0.288 -1.904 0.653
H -0.754 1.067 -0.299
H 0.804 1.593 -0.519
N 0.664 -0.412 0.170
O -0.599 -1.159 0.128
*
```

Computed properties:
SMILES: C=NO
Gap between HOMO and LUMO (eV): 10.91
E_LUMO (eV): 0.82

---

*D*
The following is a quantum chemistry calculation of CH3NO in the gas phase, from the OMol25 dataset.

```
! wB97M-V def2-TZVPD RIJCOSX def2/J DEFGRID3
* xyz 0 1
C 0.778 0.451 -0.126
N -1.246 -0.974 -0.034
O 0.036 -0.619 -0.311
H 0.540 1.409 0.420
H 1.786 0.241 -0.396
H -1.894 -0.509 0.447
*
```

Computed properties:
Gap between HOMO and LUMO (alpha / beta) (eV): 9.59 / 8.42
E_LUMO (alpha / beta) (eV): 0.25 / 0.02

---

Most stable to least stable: *B*, *C*, *D*, *A*

---

*A*
The following is a quantum chemistry calculation of a molecular structure, CH3NO, from the OMol25 dataset.

```
! wB97M-V def2-TZVPD RIJCOSX def2/J DEFGRID3
* xyz 0 1
C 0.149 -0.002 1.536
N -0.546 -1.460 2.016
O 0.704 1.062 1.106
H -1.471 -1.434 1.661
H 0.403 0.879 -2.801
H 0.761 0.955 -3.519
*
```

Computed properties:
Gap between HOMO and LUMO (eV): 10.03
E_LUMO (eV): -0.22

---

*B*
The following is a quantum chemistry calculation of CH3NO in the gas phase, from the OMol25 dataset.

```
! wB97M-V def2-TZVPD RIJCOSX def2/J DEFGRID3
* xyz 0 1
C 1.122 0.172 -0.052
H -0.998 1.026 0.197
H 1.080 1.318 -0.031
H 2.180 -0.274 0.191
N 0.080 -0.524 0.012
O -1.194 0.070 -0.016
*
```

Computed properties:
SMILES: C=NO
Gap between HOMO and LUMO (eV): 11.37
E_LUMO (eV): 0.94

---

Most stable to least stable: *B*, *A*

---

*A*
The following is a quantum chemistry calculation of a molecular structure, CH2BrClO, from the OMol25 dataset.

```
! wB97M-V def2-TZVPD RIJCOSX def2/J DEFGRID3
* xyz 0 1
C -0.198 0.285 0.168
O -0.903 -0.513 -0.578
Cl 1.802 0.658 -1.023
Br 0.412 -0.314 1.832
H -0.500 1.324 0.144
H -0.613 -1.439 -0.544
*
```

Computed properties:
Gap between HOMO and LUMO (eV): 9.35
E_LUMO (eV): -0.64

---

*B*
The following is a quantum chemistry calculation of CH2BrClO in the gas phase, from the OMol25 dataset.

```
! wB97M-V def2-TZVPD RIJCOSX def2/J DEFGRID3
* xyz 0 1
C -0.514 -0.189 -0.241
O 0.774 0.097 0.785
Cl -1.711 -0.462 0.936
Br 2.202 0.788 -0.001
H -0.486 0.852 -0.818
H -0.265 -1.085 -0.661
*
```

Computed properties:
SMILES: ClCOBr
Gap between HOMO and LUMO (eV): 9.84
E_LUMO (eV): 0.11

---

Most stable to least stable: *A*, *B*

---

*A*
The following is a quantum chemistry calculation of a molecular structure, C9H16ClLuNOPd, from the OMol25 dataset.

```
! wB97M-V def2-TZVPD RIJCOSX def2/J DEFGRID3
* xyz -2 4
Lu 0.609 -0.067 -4.063
Cl 1.067 2.056 -3.118
C -0.885 0.230 -5.741
C 2.592 -0.521 -5.063
H -0.686 -0.516 -6.542
H -1.759 -0.100 -5.156
H -1.108 1.200 -6.229
H 2.428 -1.190 -5.936
H 2.991 -1.120 -4.229
H 3.341 0.240 -5.358
Pd -0.176 -0.155 -0.989
C -1.564 1.278 -0.996
C -0.300 -1.308 0.761
H -2.221 1.058 -1.835
H -2.061 1.139 -0.004
H -1.112 2.289 -1.075
H 0.498 -2.041 0.679
H -1.253 -1.729 0.954
O -0.203 -0.065 1.193
N -0.153 -0.540 3.436
C -1.211 0.059 3.917
C -1.144 0.475 5.261
C 0.048 0.186 5.941
C 1.187 -0.332 5.297
C 1.085 -0.564 3.894
H -2.013 0.274 3.227
H -2.079 0.785 5.765
H 0.032 0.209 7.028
H 2.149 -0.531 5.783
H 1.897 -0.699 3.198
*
```

Computed properties:
Gap between HOMO and LUMO (alpha / beta) (eV): 2.50 / 5.74
E_LUMO (alpha / beta) (eV): 5.14 / 4.71
Expectation value of S²: 3.769

---

*B*
The following is a quantum chemistry calculation of a molecular structure, C9H16ClLuNOPd, from the OMol25 dataset.

```
! wB97M-V def2-TZVPD RIJCOSX def2/J DEFGRID3
* xyz -2 4
Lu 0.876 0.442 -4.824
Cl 0.876 1.874 -3.254
C -0.804 0.216 -5.796
C 2.558 -0.506 -5.138
H -0.736 -0.536 -6.591
H -1.612 -0.084 -5.116
H -1.122 1.162 -6.253
H 2.490 -1.229 -5.959
H 2.875 -1.047 -4.236
H 3.365 0.200 -5.374
Pd 0.000 -0.005 -0.134
C -1.526 1.278 -0.805
C -0.475 -1.735 0.395
H -2.042 0.814 -1.661
H -2.281 1.408 -0.013
H -1.168 2.271 -1.111
H 0.241 -2.493 0.741
H -1.506 -2.117 0.389
O -0.002 0.043 1.817
N 0.005 0.096 3.164
C -1.185 0.533 3.824
C -1.121 0.541 5.302
C -0.028 0.131 5.965
C 1.146 -0.340 5.230
C 1.152 -0.356 3.881
H -1.978 -0.198 3.564
H -1.994 0.877 5.816
H -0.020 0.145 7.045
H 2.018 -0.667 5.777
H 1.997 -0.719 3.356
*
```

Computed properties:
Gap between HOMO and LUMO (alpha / beta) (eV): 3.14 / 5.92
E_LUMO (alpha / beta) (eV): 5.09 / 5.07
Expectation value of S²: 4.084

---

Most stable to least stable: *A*, *B*